Entry 1:
Molecular formula: C25H76N10O13
Method: DFT, the ωB97M-V functional and the def2-TZVPD basis

Cartesian coordinates (Å):
C1 8.592 -17.855 -8.132
O1 8.788 -16.557 -7.730
H1 9.230 -18.559 -7.493
H2 8.731 -17.871 -9.210
H3 7.617 -18.150 -8.015
H4 9.683 -16.249 -8.046
C2 6.995 -17.740 -12.856
O2 7.366 -16.772 -13.784
H5 6.416 -18.491 -13.354
H6 6.509 -17.380 -11.927
H7 7.956 -18.174 -12.593
H8 7.915 -17.227 -14.441
C3 2.792 -17.199 -11.228
O3 2.592 -17.459 -9.886
N1 3.745 -17.795 -11.889
N2 2.049 -16.387 -11.936
H9 4.365 -18.457 -11.339
H10 3.698 -17.922 -12.900
H11 1.436 -15.704 -11.545
H12 2.395 -15.985 -12.829
C4 2.203 -20.466 -8.712
O4 2.778 -19.819 -7.664
N3 1.701 -21.699 -8.687
N4 2.195 -20.008 -9.912
H13 1.620 -21.923 -7.699
H14 1.490 -22.228 -9.516
H15 2.267 -18.947 -9.899
H16 1.750 -20.413 -10.635
C5 5.782 -19.471 -6.286
O5 5.461 -20.775 -5.824
N5 5.135 -18.903 -7.283
N6 6.509 -18.588 -5.643
H17 4.278 -19.386 -7.546
H18 5.220 -17.908 -7.446
H19 7.053 -18.861 -4.817
H20 6.665 -17.624 -5.956
C6 6.005 -19.860 -10.605
O6 7.296 -19.566 -10.289
N7 5.003 -19.544 -9.832
N8 5.632 -20.382 -11.720
H21 5.243 -19.241 -8.843
H22 3.985 -19.878 -9.924
H23 6.392 -20.533 -12.456
H24 4.646 -20.520 -11.973
C7 4.287 -19.536 -14.961
O7 4.620 -20.766 -14.563
N9 4.875 -18.884 -15.931
N10 3.256 -18.905 -14.419
H25 5.342 -19.427 -16.688
H26 4.641 -17.948 -16.174
H27 2.783 -19.197 -13.585
H28 2.752 -18.109 -14.895
C8 12.086 -18.283 -9.365
C9 12.029 -17.928 -10.869
C10 10.836 -18.609 -11.554
O8 12.121 -16.694 -11.186
H29 12.722 -17.586 -8.808
H30 12.666 -19.162 -9.035
H31 11.157 -18.350 -8.832
H32 12.860 -18.318 -11.412
H33 9.873 -18.354 -11.159
H34 10.940 -19.609 -11.428
H35 10.801 -18.350 -12.559
H36 11.301 -16.248 -10.876
C11 8.683 -22.235 -11.962
C12 8.379 -21.629 -13.286
C13 7.582 -22.623 -14.119
O9 7.969 -20.446 -13.339
H37 9.290 -21.400 -11.437
H38 9.347 -23.169 -12.131
H39 7.889 -22.510 -11.244
H40 9.365 -21.452 -13.706
H41 6.566 -22.680 -13.716
H42 8.050 -23.681 -14.133
H43 7.536 -22.293 -15.235
H44 8.555 -19.882 -13.835
C14 6.083 -23.936 -8.106
C15 4.922 -23.233 -8.647
C16 4.892 -23.141 -10.161
O10 3.802 -23.513 -8.245
H45 5.791 -24.998 -8.010
H46 6.159 -23.703 -7.023
H47 7.046 -23.793 -8.505
H48 5.120 -22.205 -8.331
H49 5.829 -22.791 -10.455
H50 4.204 -22.405 -10.457
H51 4.557 -24.039 -10.638
H52 3.233 -22.894 -8.692
C17 8.144 -21.406 -7.326
C18 9.213 -22.041 -8.188
C19 10.200 -21.040 -8.798
O11 9.901 -22.901 -7.614
H53 8.564 -20.763 -6.609
H54 7.420 -22.099 -6.822
H55 7.580 -20.737 -7.996
H56 8.731 -22.548 -8.973
H57 11.053 -20.816 -8.099
H58 9.769 -20.052 -9.008
H59 10.668 -21.472 -9.657
H60 10.012 -23.588 -8.281
C20 5.372 -16.010 -9.177
C21 4.976 -15.768 -7.679
C22 3.543 -16.269 -7.340
O12 5.854 -16.193 -6.889
H61 5.317 -17.104 -9.433
H62 6.362 -15.930 -9.494
H63 4.683 -15.554 -9.923
H64 4.956 -14.660 -7.667
H65 2.798 -15.748 -7.897
H66 3.231 -16.257 -6.380
H67 3.351 -17.266 -7.617
H68 6.691 -15.864 -7.210
C23 -0.624 -21.801 -13.303
C24 0.620 -22.264 -12.452
C25 1.919 -21.474 -12.908
O13 0.494 -22.016 -11.248
H69 -1.668 -22.210 -12.920
H70 -0.505 -22.129 -14.364
H71 -0.714 -20.717 -13.280
H72 0.874 -23.268 -12.646
H73 2.787 -21.668 -12.283
H74 1.691 -20.427 -12.761
H75 2.095 -21.553 -14.020
H76 -0.277 -21.477 -11.314

Output
- orbital gap (eV) = 7.31
- highest occupied orbital energy (eV) = -7.896
- electronic energy (eV) = -68666.355
- multiplicity = 1

***

Entry 2:
Molecular formula: C22H30F15O11Zr
Method: DFT, the ωB97M-V functional and the def2-TZVPD basis

Cartesian coordinates (Å):
Zr1 32.313 0.895 2.425
C1 26.728 0.339 3.696
C2 27.971 -0.067 4.552
O1 29.217 0.340 4.006
H1 26.717 1.380 3.376
H2 25.823 0.206 4.289
H3 26.629 -0.307 2.824
H4 27.912 -1.133 4.775
H5 27.845 0.435 5.511
C3 21.601 8.128 1.407
C4 20.805 7.292 0.417
O2 20.914 5.906 0.683
C5 21.955 5.140 0.314
O3 22.830 5.508 -0.529
C6 22.008 3.828 1.165
F1 20.941 3.090 0.824
F2 23.134 3.209 0.880
F3 22.067 4.162 2.412
H6 22.664 7.890 1.400
H7 21.371 7.950 2.457
H8 21.540 9.193 1.180
H9 20.862 7.597 -0.628
H10 19.750 7.404 0.666
C7 30.757 -4.033 10.228
C8 31.271 -4.304 8.770
O4 31.918 -5.529 8.720
C9 33.254 -5.722 8.307
O5 33.910 -4.865 7.778
C10 33.845 -7.166 8.664
F4 34.598 -7.603 7.633
F5 34.692 -7.187 9.689
F6 32.828 -7.995 8.791
H11 31.454 -4.418 10.972
H12 29.827 -4.600 10.276
H13 30.524 -3.015 10.540
H14 31.977 -3.505 8.543
H15 30.421 -4.223 8.093
C11 29.917 2.855 9.677
C12 30.703 2.813 8.361
O6 31.868 3.610 8.305
C13 32.722 3.583 7.194
O7 32.483 2.910 6.151
C14 33.879 4.588 7.311
F7 33.707 5.567 6.391
F8 34.035 4.956 8.562
F9 35.016 3.946 6.978
H16 29.264 2.005 9.879
H17 29.379 3.799 9.595
H18 30.518 2.967 10.580
H19 29.937 3.058 7.626
H20 31.079 1.804 8.191
C15 29.495 -3.218 -1.738
C16 29.059 -3.543 -0.333
O8 30.019 -4.381 0.311
C17 31.033 -3.933 1.031
O9 31.267 -2.728 1.192
C18 31.917 -5.061 1.613
F10 33.188 -4.977 1.132
F11 31.931 -4.912 2.964
F12 31.354 -6.284 1.408
H21 30.520 -2.845 -1.743
H22 28.895 -2.589 -2.395
H23 29.412 -4.120 -2.345
H24 28.170 -4.160 -0.464
H25 28.771 -2.615 0.161
C19 24.374 4.301 7.757
C20 23.237 5.358 7.846
O10 22.395 5.160 8.943
C21 21.121 5.828 9.077
O11 20.637 6.513 8.198
C22 20.386 5.558 10.397
F13 19.242 5.037 10.121
F14 21.002 4.728 11.212
F15 20.280 6.661 11.153
H26 24.306 3.476 8.466
H27 25.304 4.732 8.128
H28 24.502 3.997 6.718
H29 22.692 5.331 6.903
H30 23.656 6.348 8.029

Output
- orbital gap (eV) = 1.37
- charge = +3
- highest occupied orbital energy (eV) = -16.070
- electronic energy (eV) = -87820.419
- multiplicity = 1

***

Entry 3:
Molecular formula: C6H6O
Method: DFT, the ωB97M-V functional and the def2-TZVPD basis

Cartesian coordinates (Å):
O1 1.653 -0.430 0.896
C1 0.214 0.038 1.164
C2 -0.456 0.735 -0.085
C3 0.654 0.760 -1.083
C4 1.760 0.228 -0.859
C5 -1.647 0.029 -0.609
C6 -2.600 -0.550 -1.069
H1 1.809 -1.379 0.705
H2 -0.327 -0.844 1.488
H3 0.390 0.765 1.956
H4 -0.765 1.770 0.151
H5 2.744 -0.049 -1.157
H6 -3.429 -1.074 -1.499

Output
- orbital gap (eV) = 9.04
- highest occupied orbital energy (eV) = -8.443
- electronic energy (eV) = -8360.418
- multiplicity = 1

***

Entry 4:
Molecular formula: C6H18Si2
Method: DFT, the ωB97M-V functional and the def2-TZVPD basis

Cartesian coordinates (Å):
C1 -1.722 2.093 -0.705
C2 0.791 1.233 -1.989
C3 0.961 2.067 0.856
C4 1.656 -1.582 0.453
C5 -0.992 -2.461 -0.677
C6 -0.812 -1.370 2.044
Si1 -0.142 1.141 -0.378
Si2 -0.169 -1.127 0.313
H1 -2.357 1.558 -1.379
H2 -1.461 3.061 -1.138
H3 -2.276 2.238 0.261
H4 0.585 0.307 -2.533
H5 0.543 2.063 -2.647
H6 1.833 1.296 -1.792
H7 0.948 1.624 1.831
H8 1.994 2.208 0.529
H9 0.575 3.033 1.047
H10 2.150 -1.124 1.277
H11 2.176 -1.190 -0.417
H12 1.808 -2.645 0.492
H13 -1.867 -2.117 -1.225
H14 -1.288 -3.263 0.001
H15 -0.278 -2.802 -1.408
H16 -0.228 -0.673 2.702
H17 -0.534 -2.405 2.290
H18 -1.894 -1.167 2.193

Output
- orbital gap (eV) = 10.03
- highest occupied orbital energy (eV) = -9.058
- electronic energy (eV) = -22270.276
- multiplicity = 1